135
Properties=species:S:1:pos:R:3:forces:R:3 method="wB97M-V/def2-TZVPD" smiles=CCP(C)P(COc1cc(C)ccc1C(C)C)(OC[C@H](C)CC(C)C)(B(C)O)c1cccnc1.c1ccncc1.c1ccncc1.c1ccncc1.c1ccncc1.c1ccncc1 gap_ev=7.56 fmax_ha_per_bohr=0.1099 charge=0 e_lumo_ev=0.47 e_tot_ev=-89401.1442 molar_mass_g_mol=900.9 homo_energy_ha=-0.260
C 3.69506 -2.62552 3.61661 -1.24 0.51 -0.51
C 3.89739 -2.99352 2.06619 -0.49 -1.32 0.56
P 5.39318 -2.17519 1.23510 0.55 -2.29 0.67
C 5.62747 -3.23426 -0.36171 -0.90 -0.98 0.11
P 5.02474 -0.07814 0.67065 0.38 0.22 -0.53
C 3.17097 -0.33935 0.36094 -2.23 1.16 0.55
O 2.86756 -1.38569 -0.61874 -1.85 0.27 0.73
C 1.45790 -1.55031 -0.76621 -4.66 -0.79 -0.79
C 0.45699 -1.68298 0.44412 -0.74 0.03 -2.59
C -1.06611 -1.87387 0.29787 1.19 -0.10 -2.19
C -1.95658 -2.00652 1.64498 1.18 0.77 -0.93
C -1.74040 -1.97700 -1.10977 4.58 0.52 0.18
C -0.77191 -1.88069 -2.33023 0.85 0.16 3.80
C 0.77986 -1.66128 -2.18121 -1.49 -0.13 1.40
C 1.59659 -1.60376 -3.56016 0.34 -0.51 -0.32
C 2.66503 -0.40221 -3.63288 -0.05 -0.69 -0.06
C 2.33607 -3.03024 -3.83815 0.29 0.31 0.14
O 4.85730 1.55367 0.08402 0.13 0.63 1.87
C 4.33732 2.48033 1.06293 -1.37 2.48 -1.32
C 3.49707 3.59244 0.21330 -0.07 -0.42 -0.03
C 4.39965 4.40220 -0.83462 -1.17 -0.23 -0.41
C 2.60461 4.52918 1.18525 -0.77 -1.15 -0.42
C 1.05352 4.32479 0.77183 -0.43 1.43 -0.26
C 0.71828 5.17026 -0.58117 -0.18 -1.03 0.28
C 0.01588 4.83739 1.88156 -0.78 -0.19 -0.21
B 6.31939 -0.33728 -0.76708 2.55 -0.52 -1.39
C 5.97993 -0.07180 -2.34421 0.20 0.75 0.89
O 7.68567 -0.77272 -0.48826 -2.15 1.53 -0.89
C 5.80525 0.47436 2.32549 0.82 1.25 4.49
C 5.00950 0.50128 3.69111 5.33 1.52 -1.08
C 5.89057 1.01532 4.85849 0.13 -0.34 -1.32
C 7.36762 1.43303 4.75689 -2.46 -1.20 -2.48
N 8.03878 1.40737 3.50649 -4.04 -1.12 0.65
C 7.26507 0.96621 2.40599 -1.26 -0.33 0.04
H 3.18074 -3.51113 4.15462 1.06 1.43 -0.74
H 4.63158 -2.26257 4.15461 -1.16 -0.75 -0.76
H 2.90863 -1.77650 3.65091 1.36 -1.28 0.23
H 4.10908 -4.13333 2.03333 -0.18 1.82 -0.17
H 2.89954 -2.85440 1.53205 1.32 -0.17 0.55
H 5.31923 -4.30118 -0.02978 0.46 1.68 -0.50
H 6.71856 -3.31303 -0.67734 -1.55 0.46 0.35
H 4.90173 -2.94998 -1.19518 1.18 -0.35 0.87
H 2.69631 -0.55295 1.39880 0.77 0.00 -1.59
H 2.61433 0.59923 -0.02108 1.15 -1.21 0.62
H 0.88489 -1.61179 1.50145 -0.77 -0.16 -1.63
H -2.30729 -3.08352 1.79740 0.41 1.59 -0.19
H -1.26454 -1.68740 2.51018 -1.29 -0.62 -1.22
H -2.83001 -1.25787 1.57146 1.25 -1.36 0.23
H -2.87236 -2.11745 -1.26355 1.99 0.25 0.36
H -1.23356 -1.98433 -3.36516 0.95 0.25 1.48
H 0.89265 -1.46257 -4.46794 0.63 -0.22 1.88
H 2.40680 0.32303 -2.77912 0.76 -0.81 -1.47
H 3.70418 -0.87589 -3.51977 -1.56 1.01 0.19
H 2.67441 0.11324 -4.66357 -0.26 -0.62 1.78
H 2.41479 -3.22326 -4.97335 -0.26 0.19 1.80
H 3.42095 -3.01612 -3.44147 -1.72 0.03 -0.45
H 1.78192 -3.87347 -3.29859 0.73 1.10 -1.01
H 5.14544 3.08860 1.61507 -1.01 -1.39 -0.52
H 3.55856 2.02319 1.78138 1.41 0.44 -0.87
H 2.74602 2.97110 -0.40846 1.16 0.94 0.83
H 4.64631 3.71673 -1.73188 0.01 1.04 1.61
H 5.32682 4.86861 -0.36329 -1.19 -0.68 -0.69
H 3.71910 5.22731 -1.27990 1.24 -1.09 0.78
H 2.72648 4.15941 2.26567 -0.07 0.74 -1.41
H 2.84924 5.64057 1.10316 -0.14 -1.51 0.20
H 0.81106 3.23286 0.52592 0.58 1.38 0.56
H 1.07234 6.25218 -0.50473 -0.35 -1.49 -0.12
H -0.41858 5.16909 -0.72123 1.56 0.06 0.12
H 1.16942 4.62731 -1.49120 -0.54 1.07 1.28
H -0.15791 5.98000 1.85136 0.57 -1.76 0.06
H -1.01717 4.37291 1.64116 1.60 0.73 0.38
H 0.26508 4.52259 2.95023 -0.12 0.43 -1.45
H 5.03807 0.56539 -2.41803 1.20 -1.10 -0.27
H 5.91063 -1.08434 -2.86977 0.03 1.52 0.46
H 6.85835 0.56907 -2.74666 -1.33 -1.16 0.33
H 8.22847 -0.55110 -1.28387 -0.62 -0.52 0.84
H 3.92002 0.19228 3.76413 1.69 0.52 0.16
H 5.40021 1.08424 5.89687 0.85 -0.12 -1.79
H 7.96015 1.77828 5.68151 -1.14 -0.63 -1.71
H 7.81953 0.97471 1.39348 -0.87 -0.03 1.92
C 1.18473 4.80586 -6.65914 -0.04 0.07 -0.03
C 1.88661 4.85719 -5.46363 -0.07 -0.01 -0.12
C 2.52193 3.70597 -5.02682 0.08 -0.58 -0.15
N 2.49565 2.53956 -5.69141 -0.32 0.59 -0.29
C 1.80794 2.51694 -6.84414 0.32 -0.13 0.48
C 1.14251 3.61369 -7.36760 0.01 0.12 0.08
H 0.67516 5.68640 -7.03515 0.03 -0.06 0.03
H 1.93959 5.77055 -4.88424 0.01 -0.06 -0.01
H 3.08606 3.69678 -4.09952 -0.03 0.05 0.00
H 1.80110 1.56146 -7.35933 -0.03 0.05 -0.03
H 0.60455 3.53791 -8.30435 0.03 -0.02 0.05
C -7.55737 -3.66575 0.84518 -0.09 -0.09 0.04
C -7.87605 -3.10674 -0.38436 0.10 -0.28 0.11
C -6.83915 -2.75930 -1.23570 0.59 -0.01 -0.25
N -5.53976 -2.92889 -0.93784 -0.39 -0.17 0.56
C -5.25976 -3.47002 0.25887 0.05 0.24 -0.53
C -6.22355 -3.85369 1.17733 -0.16 0.02 -0.02
H -8.34124 -3.95176 1.53828 0.05 0.02 -0.03
H -8.90688 -2.94482 -0.67531 0.05 0.00 -0.04
H -7.03793 -2.32188 -2.20906 -0.09 0.01 0.10
H -4.20285 -3.59306 0.47350 -0.05 -0.04 0.04
H -5.93904 -4.28734 2.12800 0.01 0.03 -0.05
C -11.08726 -1.62189 -4.95483 -0.08 -0.02 -0.05
C -10.85772 -0.75931 -3.89281 -0.01 -0.08 -0.09
C -9.57935 -0.69896 -3.36217 0.52 -0.24 -0.07
N -8.54706 -1.43023 -3.81314 -0.70 -0.04 -0.31
C -8.79729 -2.25800 -4.84040 0.28 0.28 0.41
C -10.03842 -2.38811 -5.44223 -0.11 0.09 0.06
H -12.07418 -1.69654 -5.39835 0.07 0.01 0.03
H -11.65340 -0.14733 -3.48659 0.06 -0.02 -0.01
H -9.34934 -0.03724 -2.53299 -0.05 0.01 -0.02
H -7.94674 -2.83850 -5.18351 -0.06 0.00 -0.03
H -10.18175 -3.07119 -6.27008 0.04 0.03 0.05
C -0.73328 -2.22170 7.40470 -0.05 -0.02 0.06
C -1.05579 -1.66563 6.17538 0.01 -0.06 0.09
C -0.02159 -1.32992 5.31691 0.61 -0.03 0.03
N 1.27772 -1.50746 5.60567 -0.59 -0.07 0.48
C 1.56205 -2.04561 6.80217 0.07 0.23 -0.52
C 0.60156 -2.41825 7.72857 -0.14 0.03 -0.06
H -1.51457 -2.49911 8.10395 0.05 0.02 -0.05
H -2.08684 -1.49709 5.89007 0.06 0.01 -0.02
H -0.22311 -0.89507 4.34304 -0.06 0.02 0.06
H 2.61940 -2.17605 7.01052 -0.04 -0.03 0.03
H 0.88926 -2.85030 8.67890 0.01 0.03 -0.06
C -8.54435 0.56376 1.78449 -0.02 -0.01 -0.01
C -8.31226 1.42591 2.84683 -0.02 -0.08 -0.09
C -7.03321 1.48352 3.37658 0.51 -0.25 -0.09
N -6.00312 0.75017 2.92446 -0.61 -0.06 -0.25
C -6.25536 -0.07677 1.89732 0.29 0.33 0.46
C -7.49736 -0.20452 1.29609 -0.16 0.16 0.00
H -9.53201 0.49115 1.34160 0.05 0.01 0.02
H -9.10643 2.03946 3.25387 0.06 -0.01 0.00
H -6.80122 2.14435 4.20555 -0.07 0.00 -0.02
H -5.40627 -0.65893 1.55325 -0.08 -0.01 -0.06
H -7.64230 -0.88699 0.46840 0.08 0.18 0.15

---

15
Properties=species:S:1:pos:R:3:forces:R:3 method="wB97M-V/def2-TZVPD" smiles="C=CC.C=C" gap_ev=10.09 fmax_ha_per_bohr=0.0329 charge=0 e_lumo_ev=1.08 e_tot_ev=-5344.3620 molar_mass_g_mol=70.1 homo_energy_ha=-0.331 relative_energy_kcal_mol=67.0
C -0.59647 1.67363 2.58828 -1.22 0.24 -0.32
C -1.79681 1.53864 1.98699 0.89 -0.92 -1.11
C -2.24411 2.45150 0.86064 0.57 0.33 0.85
H -0.42502 1.34509 3.60257 0.41 -0.97 -0.30
H 0.17745 2.22810 2.08013 0.00 0.94 0.44
H -2.30533 0.57788 2.02639 -0.78 0.42 1.30
H -3.24123 2.29918 0.44080 0.21 -0.30 0.24
H -1.50059 2.43350 0.07666 0.12 0.17 -0.48
H -2.21250 3.43314 1.35012 -0.20 0.08 -0.64
C 1.74814 -2.97598 -2.29216 -0.76 1.39 0.46
C 2.96662 -3.18536 -2.75568 0.16 0.41 0.26
H 1.60773 -2.53090 -1.29478 0.24 -0.95 -0.07
H 0.81677 -2.90366 -2.84688 0.34 -0.31 -0.48
H 3.76206 -3.13311 -2.02034 0.24 0.02 -0.28
H 3.24330 -3.25164 -3.80275 -0.22 -0.56 0.12

---

41
Properties=species:S:1:pos:R:3:forces:R:3 method="wB97M-V/def2-TZVPD" gap_ev="6.37 / 7.79" fmax_ha_per_bohr=0.0162 charge=-1 s_squared=2.01 e_lumo_ev="2.41 / 2.25" e_tot_ev=-126554.2722 molar_mass_g_mol=643.1 multiplicity=3 homo_energy_ha="-0.146 / -0.204" relative_energy_kcal_mol=7.7
Pd -0.17454 0.09893 -0.11005 -0.48 -0.20 -0.65
N 2.37341 -0.87011 2.58620 0.11 0.26 0.21
C 1.53838 0.39038 2.79920 -0.10 0.10 0.18
C 1.78478 0.92802 4.21101 0.03 -0.06 -0.15
P 2.18722 1.65036 1.51023 -0.10 0.18 -0.17
O 3.19485 0.71954 0.68048 -0.17 -0.19 -0.28
O 2.91271 2.69336 2.26731 -0.02 -0.12 -0.03
O 1.01727 1.98912 0.61979 0.08 -0.08 0.12
P -0.22619 -0.21919 2.55046 0.16 -0.56 0.27
O -0.62485 -0.65126 4.06546 -0.14 0.11 0.06
O 0.02168 -1.49859 1.76626 -0.03 0.32 0.11
O -1.23528 0.75825 2.04330 0.27 -0.07 0.17
H 2.69140 -1.26665 3.46489 0.02 -0.01 0.04
H 3.15470 -0.61786 1.96096 0.01 0.01 -0.07
H 1.73588 -1.53192 2.10062 -0.21 -0.11 -0.17
H 2.79948 1.31683 4.29847 -0.01 -0.02 -0.02
H 1.58749 0.16285 4.96625 -0.02 0.01 -0.02
H 1.11290 1.76487 4.39833 0.00 -0.01 -0.03
H 2.66656 0.21657 -0.09142 0.04 -0.03 0.41
H -1.44548 -0.20700 4.31087 0.04 -0.02 -0.02
Br -3.40740 -4.59650 -3.85449 -0.02 -0.04 -0.02
C -2.54292 -3.26019 -2.79835 0.02 0.02 0.04
C -1.85902 -3.63385 -1.65402 0.04 0.10 0.02
C -1.23406 -2.64903 -0.89180 -0.09 -0.14 -0.10
C -1.28125 -1.30007 -1.24615 0.10 0.08 0.22
C -1.98264 -0.97508 -2.40436 -0.08 -0.10 -0.08
C -2.61570 -1.93759 -3.19035 0.05 0.03 0.06
H -1.81061 -4.67538 -1.36242 -0.01 0.00 -0.01
H -0.70113 -2.94493 0.00306 0.00 0.00 0.01
H -2.04983 0.05802 -2.72129 0.01 -0.05 0.01
H -3.15128 -1.66084 -4.09031 0.00 0.00 0.02
C -2.19113 2.75656 -3.03068 -0.03 -0.08 -0.07
Te -0.87746 2.50608 -1.35512 0.31 0.23 0.09
C 0.82044 2.19532 -2.60658 0.02 0.12 -0.01
H -1.68131 3.42773 -3.72261 -0.11 -0.02 -0.01
H -3.10749 3.22870 -2.67364 0.07 -0.04 -0.05
H -2.43341 1.81871 -3.53117 0.04 0.13 0.02
H 0.45776 1.71950 -3.51605 0.06 -0.03 0.00
H 1.50745 1.53029 -2.08626 -0.09 0.02 0.01
H 1.29962 3.14567 -2.83090 -0.02 -0.03 -0.03
F 1.76900 -0.57960 -0.83514 0.26 0.29 -0.08

---

25
Properties=species:S:1:pos:R:3:forces:R:3 method="wB97M-V/def2-TZVPD" gap_ev="7.09 / 6.49" fmax_ha_per_bohr=0.0864 charge=0 e_lumo_ev="0.13 / -0.44" e_tot_ev=-15582.4201 molar_mass_g_mol=176.2 homo_energy_ha="-0.256 / -0.255" relative_energy_kcal_mol=246.5
C -2.91066 1.38691 -0.31412 -1.82 2.62 -3.01
C -3.71805 0.30584 -0.56659 -1.65 0.32 0.46
C -1.81898 -0.36771 0.46667 0.21 -2.25 -0.41
C -1.62171 0.93135 0.01407 0.38 0.77 2.11
C -3.04217 -0.86129 -0.02665 1.12 0.27 -0.06
C 0.73024 -0.12505 -0.22179 -0.38 -1.52 0.26
C 2.65216 -1.76982 0.62594 -0.23 2.19 3.08
C 2.20245 -2.12227 -0.68505 -3.83 -2.15 0.66
C 2.08552 -0.68344 -0.29435 0.05 -0.77 -1.11
C 1.83924 1.93058 0.38253 -0.39 2.78 1.25
N -0.51045 1.75794 0.18754 -3.33 -0.80 0.17
N 0.67932 1.08672 0.18664 1.49 1.30 -0.74
O -3.56770 -2.13136 -0.00212 1.28 -0.26 2.95
H -3.22931 2.40590 -0.72097 0.78 -1.29 0.85
H -4.79572 0.43038 -0.87337 1.34 -0.51 0.42
H 1.95760 -1.78118 1.48657 0.78 -0.95 -0.33
H 3.70722 -1.58911 0.86753 -0.46 -0.41 -0.09
H 2.83903 -2.66329 -1.29599 1.44 -0.07 -1.61
H 1.19703 -2.69086 -0.60146 1.53 1.22 -0.51
H 2.82045 -0.02098 -0.66372 0.82 0.36 -0.67
H 2.68309 1.30228 0.50925 0.67 -0.20 0.12
H 1.96944 2.57422 -0.54661 -0.04 -0.48 1.34
H 1.75892 2.56598 1.37862 -0.10 -1.07 -2.24
H -0.70132 2.69150 -0.17377 1.33 -0.27 -0.11
H -3.20565 -2.56322 0.88119 -0.95 1.16 -2.79